139
Properties=species:S:1:pos:R:3:forces:R:3 method="wB97M-V/def2-TZVPD" gap_ha=0.3567 lumo_ev=-0.024 largest_force_ev_per_a=3.92 homo_ev=-9.73 e_tot_ha=-45342.4019
C 32.798877 32.070646 16.659246 0.02 1.12 -0.31
C 32.406400 31.194926 15.506058 0.05 -0.06 -1.04
C 31.747052 29.985713 16.073917 -0.90 0.36 0.65
S 32.666918 29.633258 17.541504 2.26 0.70 -2.46
O 33.763666 28.796356 17.164298 0.75 -0.99 -0.08
O 31.785313 29.291413 18.558192 -2.22 -1.12 2.92
C 33.349727 31.250841 17.805177 -1.47 0.62 -0.07
H 31.913254 32.629759 16.958807 -0.08 -0.03 0.27
H 33.504891 32.804030 16.296524 0.32 0.24 0.13
H 33.268516 30.899379 14.911657 0.09 0.14 -0.15
H 31.696233 31.753434 14.903507 0.14 -0.08 -0.47
H 31.687930 29.113133 15.451035 0.06 -0.38 -0.22
H 30.759483 30.268620 16.441706 -0.17 -0.23 -0.10
H 34.416491 31.254891 17.807408 0.62 -0.31 0.35
H 32.852341 31.605570 18.697882 0.62 0.01 0.59
C 38.776895 29.644442 15.929766 -1.84 -0.85 -0.77
C 38.771753 31.089731 16.372383 0.30 0.57 0.68
C 40.235033 31.459110 16.441526 0.27 0.14 -1.30
S 41.061785 30.070956 17.153981 0.06 -0.78 1.49
O 41.212250 30.179428 18.617278 -0.20 0.09 -1.67
O 42.197427 29.739210 16.328216 0.32 0.11 0.31
C 39.750157 28.885798 16.791605 0.03 0.64 0.55
H 38.971445 29.520747 14.856126 0.43 0.37 0.20
H 37.764718 29.201928 16.033275 0.44 0.22 0.12
H 38.349540 31.228303 17.376263 -0.35 -0.24 -0.19
H 38.280624 31.764762 15.678524 -0.31 -0.14 -0.08
H 40.517066 32.414233 16.853971 0.07 0.13 0.39
H 40.579480 31.428846 15.397123 0.28 0.18 0.26
H 39.258679 28.669965 17.737618 0.26 -0.32 0.13
H 40.216654 28.036594 16.323628 0.04 -0.43 -0.05
C 37.702116 35.282730 17.851079 0.30 0.52 0.60
C 36.633472 36.371647 17.761681 0.06 0.22 -0.32
C 35.563186 35.876214 16.819598 -1.08 -1.56 1.32
S 36.369607 34.853550 15.627894 -0.19 -1.17 1.16
O 36.506509 35.573257 14.414567 -0.26 1.38 -0.22
O 35.789060 33.516863 15.604854 0.08 0.65 -0.06
C 37.940025 34.744639 16.481952 -0.16 -0.08 -1.01
H 37.514748 34.449800 18.507508 -0.69 -0.01 0.41
H 38.577209 35.772120 18.249873 0.45 -0.16 0.05
H 37.130674 37.256712 17.354050 -0.21 0.11 0.11
H 36.182448 36.611811 18.717954 0.16 0.13 0.18
H 34.839515 36.563458 16.414877 0.16 0.38 -0.45
H 34.986284 35.109357 17.377465 0.03 0.44 -0.14
H 38.633605 35.334169 15.890093 0.23 -0.09 -0.04
H 38.148577 33.681925 16.452310 0.48 0.01 0.00
C 36.057037 25.256223 13.839058 -0.81 -0.68 -0.06
C 36.608220 26.560539 13.352738 0.60 0.21 -1.03
C 37.945357 26.705295 14.078289 -0.43 0.00 0.79
S 38.682069 25.055226 14.048640 -1.55 0.57 -1.09
O 39.051442 24.742025 15.381154 0.63 -0.44 1.66
O 39.604167 24.846765 12.985852 1.02 0.11 -0.85
C 37.155888 24.239425 13.599736 -0.24 -0.64 0.54
H 35.147964 24.968310 13.305896 0.08 0.01 -0.06
H 35.759421 25.339063 14.887671 0.26 -0.12 0.07
H 35.876618 27.347274 13.483451 0.23 0.50 0.28
H 36.811263 26.495858 12.265524 -0.13 0.07 0.36
H 37.754734 26.794522 15.159768 0.10 0.37 -0.29
H 38.625184 27.473623 13.731685 0.11 -0.13 -0.11
H 37.063569 23.330769 14.192613 0.06 0.01 0.05
H 37.221192 23.961967 12.553361 0.09 0.09 -0.16
C 37.545389 34.601696 12.239857 -1.50 -0.86 -1.07
C 38.668835 33.932112 13.021179 -0.95 0.20 1.20
C 39.602927 33.465370 11.985422 0.34 -0.95 -1.53
S 39.711711 34.834897 10.828009 0.66 1.03 3.65
O 39.636524 34.364577 9.520635 0.22 -1.24 -3.72
O 40.794408 35.689799 11.275473 -0.29 -0.19 -0.38
C 38.146592 35.561409 11.261452 1.12 1.25 0.27
H 36.763956 35.036744 12.851748 0.64 -0.11 -0.68
H 37.016917 33.793662 11.689097 0.40 0.21 0.02
H 38.189781 33.097153 13.541744 0.36 -0.04 0.27
H 39.162270 34.588087 13.742771 -0.19 0.13 -0.03
H 39.092289 32.658363 11.438137 0.28 0.11 -0.06
H 40.607443 33.123459 12.207695 0.01 0.24 0.39
H 37.677133 35.817573 10.322777 -0.56 -0.28 -0.06
H 38.439541 36.500710 11.747620 -0.24 -0.09 0.04
Br 41.565316 28.658247 8.755327 0.14 -0.07 -0.64
C 40.166494 28.393428 10.035099 0.83 0.18 1.23
C 39.311803 29.625117 10.157762 -0.61 -0.98 0.13
Br 38.395399 29.462172 11.889484 -0.16 0.34 -0.10
H 40.699009 28.277490 10.979525 0.08 0.04 -0.11
H 39.688188 27.439330 9.892299 -0.52 -0.02 -0.50
H 38.527979 29.698898 9.421181 -0.11 0.09 -0.23
H 39.896722 30.514012 10.206683 0.35 0.56 0.04
Br 45.130084 35.247012 17.957571 0.16 -0.09 -0.17
C 43.868944 34.244412 16.880237 -0.75 -0.93 1.04
C 43.027658 35.214579 16.106778 1.35 0.62 -0.39
Br 41.707023 34.308987 15.058059 -0.25 -0.06 -0.26
H 43.300068 33.650175 17.605497 -0.15 0.42 -0.07
H 44.344203 33.472018 16.284735 0.49 0.44 -0.34
H 43.707055 35.752276 15.436966 -0.35 -0.17 -0.26
H 42.570804 35.989901 16.700055 -0.43 -0.17 0.40
Br 37.131389 30.178874 21.153276 -0.01 0.02 0.13
C 36.831330 28.477047 22.030243 0.13 -0.96 -1.00
C 35.757854 27.682340 21.314261 0.20 -0.42 0.13
Br 34.004175 28.444615 21.476658 -0.21 0.10 -0.09
H 36.626049 28.625353 23.070865 -0.15 0.30 0.42
H 37.740737 27.881594 21.909295 0.11 0.38 0.19
H 35.698254 26.665366 21.710267 0.01 0.22 0.30
H 36.001510 27.543623 20.265756 -0.12 0.37 -0.17
Br 45.076220 31.075464 15.034512 0.38 -0.18 0.45
C 44.316076 31.634588 13.357227 1.64 1.57 0.16
C 43.345839 30.656104 12.932977 -1.29 -0.60 -0.38
Br 42.377770 31.329245 11.389172 0.13 -0.11 -0.32
H 45.129134 31.743634 12.647922 0.18 -0.14 -0.04
H 43.949147 32.632849 13.535201 -0.51 0.15 0.02
H 42.591210 30.489882 13.673807 -0.33 -0.16 0.44
H 43.805528 29.722319 12.675839 0.05 -0.41 -0.26
Br 41.551474 27.780165 13.609888 -0.51 0.18 -0.56
C 42.546255 26.432008 14.508338 -0.38 -1.38 0.22
C 43.780218 26.978650 15.077277 0.80 1.05 0.70
Br 45.100653 27.448388 13.759683 0.33 -0.17 -0.43
H 42.775161 25.579249 13.876484 -0.28 0.17 -0.52
H 41.907938 26.034080 15.297150 -0.08 0.17 0.09
H 44.268378 26.290499 15.751621 0.03 -0.28 0.14
H 43.580712 27.915153 15.585296 -0.02 0.03 0.22
Br 40.780102 29.711897 23.445893 -0.35 0.37 0.20
C 42.155133 29.202769 22.204816 -0.39 -1.05 -0.57
C 42.636021 27.829212 22.605566 0.69 -0.21 0.07
Br 44.512255 27.484891 22.118762 -0.29 0.06 -0.06
H 42.916449 29.941661 22.139410 0.53 0.59 0.30
H 41.676695 29.115430 21.238009 -0.05 0.31 -0.22
H 42.063103 27.054777 22.122813 -0.16 -0.20 -0.11
H 42.620545 27.661509 23.667660 -0.02 0.09 0.33
Br 47.090637 28.654187 17.247042 0.42 0.10 -0.53
C 45.913843 27.836217 18.504087 -0.39 0.05 0.40
C 44.557132 28.492607 18.485368 -0.04 -0.80 0.01
Br 44.495114 30.142657 19.424137 0.19 0.86 0.02
H 46.410665 27.939600 19.453930 -0.03 -0.08 0.38
H 45.774767 26.782281 18.284902 0.27 -0.10 -0.25
H 43.855489 27.856598 19.016179 -0.12 -0.14 -0.05
H 44.235078 28.620354 17.459168 -0.23 0.34 0.03
Br 40.985903 34.794423 19.224189 0.14 -0.17 0.00
C 40.054344 33.103988 19.531475 0.58 -0.18 -0.36
C 39.514353 33.010829 20.913502 0.73 -0.44 0.07
Br 38.112583 34.250990 21.201891 -0.67 0.36 0.54
H 40.784150 32.301376 19.400542 -0.02 0.19 -0.16
H 39.299324 33.040461 18.758545 -0.18 -0.05 -0.04
H 40.323819 33.195258 21.609163 -0.06 0.22 0.29
H 39.170847 31.997968 21.100837 -0.28 0.00 -0.01

***

20
Properties=species:S:1:pos:R:3:forces:R:3 method="wB97M-V/def2-TZVPD" gap_ha=0.3481 de_lowest_kcal_mol=30.0 lumo_ev=0.680 largest_force_ev_per_a=4.26 homo_ev=-8.79 e_tot_ha=-763.3587
C -2.650340 -0.450622 0.905390 -4.13 -1.02 -0.19
S -2.168604 0.055014 -0.723637 0.73 0.20 -1.06
C -0.375725 -0.445269 -0.993270 -0.88 1.16 2.14
N 0.149913 -1.738045 -0.612440 -0.57 0.31 -0.35
C 1.299693 -1.239258 -0.078138 1.59 -0.61 1.68
O 2.306288 -1.816629 0.297820 -1.06 0.85 -0.53
C 0.840760 0.244150 -0.160176 -1.55 -0.13 -0.02
C 0.475405 1.107387 1.072970 1.04 0.05 0.80
C 1.721186 1.099969 -1.011712 1.38 -1.36 1.59
H -3.078098 -1.503368 0.854670 0.61 1.21 0.19
H -3.527889 0.189571 1.385386 2.18 -0.95 -1.19
H -1.794044 -0.460384 1.462466 1.83 0.03 1.98
H -0.321594 -0.201313 -2.015944 0.26 0.12 -1.44
H -0.033433 -2.645769 -1.023993 0.15 0.19 0.10
H 1.502080 1.381792 1.604768 -2.24 -0.05 -1.23
H -0.065045 0.548527 1.840902 -0.06 0.06 -0.13
H -0.185855 2.004762 0.760074 1.43 -1.35 0.50
H 1.298556 2.024723 -1.168262 -1.13 2.04 -0.73
H 1.922676 0.560393 -1.870884 0.53 -0.59 -2.23
H 2.684076 1.284371 -0.525990 -0.07 -0.16 0.13